{
  "formula": "C11H44N22O15S",
  "method": "ωB97M-V/def2-TZVPD",
  "homo_lumo_gap_ev": [8.4, 2.1],
  "multiplicity": 2,
  "s2": 0.760,
  "lumo_ev": [1.706, -4.574],
  "largest_force_ev_per_a": 11.0,
  "total_charge": -1,
  "elements": ["S", "O", "O", "O", "O", "C", "O", "N", "N", "H", "H", "H", "H", "C", "O", "N", "N", "H", "H", "H", "H", "C", "O", "N", "N", "H", "H", "H", "H", "C", "O", "N", "N", "H", "H", "H", "H", "C", "O", "N", "N", "H", "H", "H", "H", "C", "O", "N", "N", "H", "H", "H", "H", "C", "O", "N", "N", "H", "H", "H", "H", "C", "O", "N", "N", "H", "H", "H", "H", "C", "O", "N", "N", "H", "H", "H", "H", "C", "O", "N", "N", "H", "H", "H", "H", "C", "O", "N", "N", "H", "H", "H", "H"],
  "xyz": [[-0.089, 0.043, 0.250], [-0.081, 0.970, -0.859], [-1.090, -0.983, 0.004], [1.277, -0.576, 0.439], [-0.350, 0.801, 1.481], [-5.092, -2.543, -0.063], [-4.833, -3.284, 0.889], [-6.090, -2.671, -0.791], [-4.313, -1.651, -0.536], [-6.787, -3.333, -0.483], [-6.172, -2.082, -1.607], [-4.661, -0.985, -1.210], [-3.417, -1.448, -0.116], [4.806, -3.603, -0.897], [5.582, -2.695, -1.013], [3.677, -3.445, -0.244], [5.005, -4.861, -1.323], [3.190, -4.257, 0.109], [3.393, -2.560, 0.151], [4.286, -5.548, -1.500], [5.888, -5.024, -1.785], [-2.834, -0.353, 3.319], [-3.656, -0.488, 4.168], [-1.619, -0.830, 3.433], [-3.085, 0.101, 2.075], [-1.442, -1.332, 4.291], [-1.053, -0.832, 2.597], [-3.965, 0.580, 1.943], [-2.301, -0.040, 1.454], [-0.427, 3.237, 3.665], [-0.436, 4.209, 4.424], [-0.183, 2.002, 4.080], [-0.864, 3.248, 2.454], [0.289, 1.968, 4.972], [-0.279, 1.298, 3.362], [-1.333, 4.121, 2.259], [-1.050, 2.486, 1.818], [2.094, -1.719, 3.413], [2.680, -2.274, 4.324], [1.404, -2.188, 2.468], [1.949, -0.515, 3.257], [1.105, -1.734, 1.617], [1.449, -3.190, 2.349], [2.326, 0.070, 3.989], [1.564, -0.354, 2.337], [0.068, 4.986, -2.908], [-0.365, 5.619, -1.973], [0.132, 3.685, -2.973], [0.503, 5.480, -4.011], [0.277, 3.177, -3.833], [-0.018, 3.220, -2.088], [0.805, 4.858, -4.747], [0.856, 6.398, -3.781], [-0.547, -0.904, -3.512], [-0.518, -1.283, -4.651], [-1.501, -1.062, -2.645], [0.498, -0.411, -2.963], [-2.099, -1.824, -2.929], [-1.473, -0.772, -1.678], [1.317, -0.100, -3.465], [0.217, 0.167, -2.184], [-0.606, -4.540, -0.668], [-0.865, -5.678, -0.835], [0.594, -3.967, -0.492], [-1.535, -3.677, -0.579], [1.319, -4.406, 0.058], [0.572, -2.965, -0.368], [-2.445, -4.114, -0.622], [-1.323, -2.707, -0.395], [3.662, 0.055, -1.941], [4.764, -0.096, -2.311], [3.048, 1.187, -1.935], [2.964, -0.884, -1.488], [2.180, 1.137, -1.423], [3.659, 1.972, -2.112], [2.175, -0.762, -0.869], [3.359, -1.807, -1.599], [2.519, 3.330, 1.072], [3.521, 4.048, 1.007], [2.349, 2.258, 1.697], [1.379, 3.601, 0.504], [3.093, 1.585, 1.816], [1.490, 1.769, 1.490], [1.400, 4.418, -0.089], [0.697, 3.089, 1.045], [-2.971, 2.595, -0.788], [-3.962, 3.234, -0.689], [-1.907, 3.078, -0.305], [-2.880, 1.330, -1.092], [-1.951, 3.815, 0.384], [-1.162, 2.396, -0.315], [-3.722, 0.895, -1.440], [-2.030, 0.848, -1.346]],
  "forces_ev_per_a": [[2.972, -0.390, 0.241], [0.076, 1.341, -0.172], [-0.785, -0.473, 1.337], [-2.243, 0.787, -0.047], [-0.717, -0.144, 0.925], [3.124, -3.149, 4.761], [0.130, 0.213, 0.487], [-7.286, -1.353, -3.830], [4.721, 4.829, -1.348], [-0.101, 0.269, -0.522], [-0.692, -0.631, 0.154], [0.370, -0.159, 0.220], [-0.221, -0.066, 0.008], [1.023, 0.425, 0.221], [1.440, 0.715, -0.619], [-3.639, -0.331, 2.046], [1.137, -2.034, -1.053], [0.277, 0.237, -0.168], [0.559, -0.132, -0.062], [-0.018, 0.461, 0.123], [-0.255, 0.100, 0.023], [-2.330, 0.300, -1.298], [-1.754, 0.122, 2.143], [2.802, -0.635, 0.587], [0.277, 0.514, 0.359], [0.570, -0.161, -0.131], [0.743, -0.510, 0.305], [0.206, -0.111, -0.646], [-0.756, 0.648, -1.072], [-0.786, 1.721, 3.485], [0.625, -0.385, -0.468], [1.004, -1.784, 1.082], [-2.107, 2.175, -4.011], [-0.044, -0.762, -0.137], [0.717, -0.635, 0.556], [0.187, 0.037, -0.281], [0.112, -0.324, 0.539], [2.513, -4.589, 4.188], [0.443, -1.009, 0.665], [-3.860, -8.953, -5.068], [0.404, 10.758, 1.140], [0.408, 0.223, 0.147], [-0.122, -0.141, 0.086], [-0.002, 0.761, -0.789], [0.409, 2.313, 0.469], [-1.425, -0.994, 1.521], [0.159, 0.900, 1.448], [-0.469, -4.186, 1.610], [1.282, 3.702, -3.396], [0.116, -0.073, 0.600], [-0.251, -0.517, -0.491], [0.511, 0.863, 0.190], [0.212, 0.217, -1.415], [1.677, -0.866, -2.362], [-1.329, -1.248, -2.755], [-4.926, -1.122, 0.954], [3.864, 2.969, 2.170], [-0.421, 0.259, 0.478], [0.302, -0.872, -0.579], [-0.377, -0.251, -0.288], [1.186, -0.020, -0.206], [1.612, -0.139, 0.714], [0.326, -4.589, -0.589], [3.217, 0.891, 0.364], [-4.328, 3.223, -0.079], [-0.487, -0.331, -0.507], [0.277, -0.084, -0.065], [-0.231, 0.826, 0.037], [-0.779, -0.312, 0.027], [1.492, 0.674, -0.270], [5.331, -0.140, -2.509], [-2.083, 4.297, -0.271], [-3.058, -6.329, 2.041], [0.079, 1.464, -0.131], [-0.729, 0.344, 0.459], [0.288, -0.219, -0.556], [-0.223, 0.423, 0.000], [3.696, 5.459, -2.261], [0.030, -0.684, -0.071], [0.600, -7.941, 4.750], [-2.031, 1.622, -2.161], [0.348, 0.496, 0.294], [0.426, -0.297, 0.188], [-1.260, 0.137, 0.366], [-1.366, 1.534, -1.392], [-1.841, 0.400, 0.939], [-4.872, 1.543, -0.693], [6.375, 1.645, 1.944], [-1.181, -4.629, -1.917], [-0.020, 0.013, -0.908], [0.715, 0.772, 0.455], [0.226, 0.373, -0.223], [-0.190, 0.711, -0.030]],
  "mulliken_charge": [0.375, -0.565, 0.871, -0.999, 0.890, 0.602, -0.713, -0.350, -0.096, 0.275, 0.141, 0.215, -0.271, 0.502, -0.571, -0.267, -0.467, 0.226, 0.285, 0.183, 0.247, 0.559, -0.616, 0.141, 0.098, 0.252, 0.004, 0.194, -0.433, 0.451, -0.720, -0.117, 0.076, 0.255, 0.114, 0.149, -0.285, 0.323, -0.790, 0.060, 0.010, -0.299, 0.235, 0.224, 0.340, 0.594, -0.649, -0.282, -0.455, 0.252, -0.167, 0.175, 0.263, 0.386, -0.774, 0.159, 0.100, 0.215, -0.779, 0.227, -0.155, 0.511, -0.739, -0.075, -0.114, 0.120, -0.102, 0.171, -0.095, 0.469, -0.713, -0.137, 0.246, -0.282, 0.285, -0.228, 0.237, 0.444, -0.783, 0.005, 0.132, 0.354, -0.482, 0.152, -0.007, 0.366, -0.752, 0.256, 0.236, 0.251, -0.887, 0.088, 0.228]
}